C28H33HfN5O6S2 as an isolated structure. Source: the OMol25 dataset; level of theory: the ωB97M-V functional and the def2-TZVPD basis.

Positions of all 75 atoms, in Å:
Hf1 -0.580 0.664 0.388
N1 -1.791 -1.244 0.005
C1 -3.282 -1.065 -0.065
C2 -3.713 0.266 -0.677
C3 -3.759 1.442 0.299
N2 -2.429 2.089 0.567
H1 -1.488 -1.691 -0.871
H2 -1.621 -1.934 0.737
H3 -3.666 -1.146 0.951
H4 -3.690 -1.890 -0.646
H5 -4.718 0.135 -1.078
H6 -3.091 0.514 -1.543
H7 -4.136 1.100 1.263
H8 -4.446 2.203 -0.070
H9 -2.486 2.532 1.483
H10 -2.285 2.840 -0.105
O1 -0.244 0.020 4.243
S1 -0.902 0.800 3.255
O2 -1.691 0.035 2.231
N3 0.079 1.568 2.224
C4 1.446 1.773 2.560
C5 1.964 2.033 3.799
C6 3.352 2.230 3.964
C7 4.197 2.178 2.896
C8 3.686 1.882 1.609
C9 4.493 1.797 0.458
C10 3.922 1.472 -0.741
C11 2.553 1.196 -0.791
N4 1.745 1.271 0.257
C12 2.307 1.647 1.455
C13 -2.009 1.968 3.936
C14 -3.312 1.563 4.214
C15 -4.183 2.482 4.777
C16 -3.750 3.774 5.051
C17 -2.445 4.160 4.770
C18 -1.559 3.256 4.206
H11 1.321 2.094 4.666
H12 3.735 2.436 4.953
H13 5.258 2.351 3.014
H14 5.556 1.987 0.537
H15 4.506 1.402 -1.647
H16 2.120 0.883 -1.728
H17 -3.629 0.547 4.017
H18 -5.197 2.188 5.009
H19 -4.434 4.486 5.492
H20 -2.117 5.167 4.990
H21 -0.544 3.553 3.976
C19 4.297 -5.295 -2.017
C20 3.034 -4.622 -2.473
C21 2.701 -4.566 -3.826
C22 1.524 -3.975 -4.248
C23 0.667 -3.423 -3.302
C24 0.972 -3.472 -1.950
C25 2.152 -4.071 -1.544
S2 -0.828 -2.706 -3.872
O3 -1.535 -3.589 -4.739
O4 -1.523 -2.151 -2.726
N5 -0.302 -1.498 -4.833
C26 0.427 -0.337 -4.372
C27 -0.417 0.708 -3.617
C28 -0.318 0.720 -2.132
O5 -0.801 1.710 -1.465
O6 0.199 -0.205 -1.435
H22 4.986 -5.451 -2.844
H23 4.070 -6.271 -1.584
H24 4.801 -4.708 -1.250
H25 3.368 -5.003 -4.557
H26 1.259 -3.954 -5.297
H27 0.277 -3.069 -1.227
H28 2.389 -4.130 -0.489
H29 -0.878 -1.404 -5.659
H30 0.829 0.136 -5.266
H31 1.283 -0.659 -3.776
H32 -1.475 0.541 -3.848
H33 -0.198 1.728 -3.941

Calculated values
LUMO ... -0.2230 Ha
HOMO level ... -13.78 eV
Gap between HOMO and LUMO ... 7.708 eV
Total charge ... +2
Multiplicity ... 1

A single C4H7NO molecule in a non-equilibrium geometry. Source: the OMol25 dataset; level of theory: the ωB97M-V functional and the def2-TZVPD basis.

Positions of all 13 atoms, in Å:
C1 1.721 0.091 0.480
O1 1.004 -0.436 -0.624
C2 -0.205 0.294 -0.986
C3 -1.261 -0.550 -0.267
C4 -1.900 0.070 0.894
N1 -2.336 0.537 1.860
H1 2.300 0.937 0.106
H2 1.070 0.416 1.310
H3 2.404 -0.680 0.860
H4 -0.141 1.336 -0.659
H5 -0.289 0.233 -2.074
H6 -0.357 -1.204 0.005
H7 -2.010 -1.044 -0.905

Calculated values
SMILES ... COCCC#N
LUMO ... 0.0309 Ha
HOMO level ... -10.35 eV
Gap between HOMO and LUMO ... 11.191 eV
Total charge ... 0
Multiplicity ... 1

What did the first record say?
C28H33HfN5O6S2 as an isolated structure. Source: the OMol25 dataset; level of theory: the ωB97M-V functional and the def2-TZVPD basis.

Positions of all 75 atoms, in Å:
Hf1 -0.580 0.664 0.388
N1 -1.791 -1.244 0.005
C1 -3.282 -1.065 -0.065
C2 -3.713 0.266 -0.677
C3 -3.759 1.442 0.299
N2 -2.429 2.089 0.567
H1 -1.488 -1.691 -0.871
H2 -1.621 -1.934 0.737
H3 -3.666 -1.146 0.951
H4 -3.690 -1.890 -0.646
H5 -4.718 0.135 -1.078
H6 -3.091 0.514 -1.543
H7 -4.136 1.100 1.263
H8 -4.446 2.203 -0.070
H9 -2.486 2.532 1.483
H10 -2.285 2.840 -0.105
O1 -0.244 0.020 4.243
S1 -0.902 0.800 3.255
O2 -1.691 0.035 2.231
N3 0.079 1.568 2.224
C4 1.446 1.773 2.560
C5 1.964 2.033 3.799
C6 3.352 2.230 3.964
C7 4.197 2.178 2.896
C8 3.686 1.882 1.609
C9 4.493 1.797 0.458
C10 3.922 1.472 -0.741
C11 2.553 1.196 -0.791
N4 1.745 1.271 0.257
C12 2.307 1.647 1.455
C13 -2.009 1.968 3.936
C14 -3.312 1.563 4.214
C15 -4.183 2.482 4.777
C16 -3.750 3.774 5.051
C17 -2.445 4.160 4.770
C18 -1.559 3.256 4.206
H11 1.321 2.094 4.666
H12 3.735 2.436 4.953
H13 5.258 2.351 3.014
H14 5.556 1.987 0.537
H15 4.506 1.402 -1.647
H16 2.120 0.883 -1.728
H17 -3.629 0.547 4.017
H18 -5.197 2.188 5.009
H19 -4.434 4.486 5.492
H20 -2.117 5.167 4.990
H21 -0.544 3.553 3.976
C19 4.297 -5.295 -2.017
C20 3.034 -4.622 -2.473
C21 2.701 -4.566 -3.826
C22 1.524 -3.975 -4.248
C23 0.667 -3.423 -3.302
C24 0.972 -3.472 -1.950
C25 2.152 -4.071 -1.544
S2 -0.828 -2.706 -3.872
O3 -1.535 -3.589 -4.739
O4 -1.523 -2.151 -2.726
N5 -0.302 -1.498 -4.833
C26 0.427 -0.337 -4.372
C27 -0.417 0.708 -3.617
C28 -0.318 0.720 -2.132
O5 -0.801 1.710 -1.465
O6 0.199 -0.205 -1.435
H22 4.986 -5.451 -2.844
H23 4.070 -6.271 -1.584
H24 4.801 -4.708 -1.250
H25 3.368 -5.003 -4.557
H26 1.259 -3.954 -5.297
H27 0.277 -3.069 -1.227
H28 2.389 -4.130 -0.489
H29 -0.878 -1.404 -5.659
H30 0.829 0.136 -5.266
H31 1.283 -0.659 -3.776
H32 -1.475 0.541 -3.848
H33 -0.198 1.728 -3.941

Calculated values
LUMO ... -0.2230 Ha
HOMO level ... -13.78 eV
Gap between HOMO and LUMO ... 7.708 eV
Total charge ... +2
Multiplicity ... 1

- Look up the LUMO of the second one.
  0.0309 Ha

- Which value of LUMO does entry 1 give?
  -0.2230 Ha